{
  "formula": "C33H82N15O7",
  "method": "ωB97M-V/def2-TZVPD",
  "fmax_ev_per_a": 1.67,
  "homo_lumo_gap_ev": 7.49,
  "charge": 1,
  "spin_multiplicity": 1,
  "species": ["C", "C", "C", "C", "C", "C", "C", "C", "C", "C", "C", "C", "C", "C", "C", "C", "C", "C", "C", "C", "N", "C", "C", "C", "C", "N", "N", "C", "C", "C", "O", "H", "H", "H", "H", "H", "H", "H", "H", "H", "H", "H", "H", "H", "H", "H", "H", "H", "H", "H", "H", "H", "H", "H", "H", "H", "H", "H", "H", "H", "H", "H", "H", "H", "H", "H", "H", "H", "H", "H", "H", "H", "H", "H", "H", "H", "H", "H", "H", "H", "H", "H", "H", "H", "H", "H", "H", "H", "H", "C", "O", "N", "N", "H", "H", "H", "H", "C", "O", "N", "N", "H", "H", "H", "H", "C", "O", "N", "N", "H", "H", "H", "H", "C", "O", "N", "N", "H", "H", "H", "H", "C", "O", "N", "N", "H", "H", "H", "H", "C", "O", "N", "N", "H", "H", "H", "H"],
  "xyz": [[4.677, 3.281, 3.026], [3.204, 3.084, 3.415], [2.230, 3.598, 2.347], [1.969, 2.591, 1.211], [2.955, 2.705, 0.040], [3.103, 1.394, -0.756], [4.508, 0.781, -0.749], [4.920, -0.001, 0.514], [4.695, -1.524, 0.379], [3.249, -1.808, 0.012], [2.764, -3.254, 0.142], [1.465, -3.450, -0.653], [0.394, -2.433, -0.287], [-0.840, -2.419, -1.220], [-0.882, -1.201, -2.149], [-2.318, -0.905, -2.604], [-2.506, 0.552, -3.046], [-2.680, 1.551, -1.887], [-3.449, 0.998, -0.683], [-4.255, 2.040, 0.080], [-5.359, 1.434, 0.926], [-6.668, 2.101, 0.756], [-7.822, 1.254, 1.291], [-7.803, -0.182, 0.730], [-4.986, 1.164, 2.192], [-5.434, 1.888, 3.228], [-4.133, 0.144, 2.529], [-4.020, -1.043, 1.644], [-4.355, -2.335, 2.393], [-4.766, -3.389, 1.368], [-3.260, -2.813, 3.158], [4.984, 2.479, 2.351], [4.782, 4.216, 2.471], [5.325, 3.270, 3.899], [2.996, 3.586, 4.362], [3.025, 2.017, 3.584], [2.637, 4.505, 1.895], [1.276, 3.834, 2.827], [0.948, 2.746, 0.839], [1.984, 1.576, 1.627], [3.915, 3.093, 0.385], [2.538, 3.448, -0.647], [2.841, 1.603, -1.794], [2.353, 0.687, -0.397], [5.233, 1.584, -0.902], [4.589, 0.119, -1.616], [5.993, 0.146, 0.653], [4.399, 0.330, 1.415], [4.940, -1.973, 1.346], [5.398, -1.923, -0.357], [3.022, -1.469, -1.003], [2.639, -1.184, 0.672], [3.542, -3.909, -0.267], [2.631, -3.556, 1.184], [1.073, -4.444, -0.411], [1.687, -3.491, -1.722], [0.048, -2.671, 0.725], [0.782, -1.415, -0.271], [-0.880, -3.347, -1.794], [-1.719, -2.404, -0.564], [-0.307, -1.454, -3.043], [-0.422, -0.320, -1.692], [-3.025, -1.223, -1.836], [-2.529, -1.538, -3.471], [-3.310, 0.619, -3.780], [-1.590, 0.838, -3.571], [-1.724, 1.955, -1.554], [-3.235, 2.416, -2.270], [-2.710, 0.587, 0.008], [-4.132, 0.198, -0.960], [-3.608, 2.619, 0.745], [-4.737, 2.747, -0.592], [-6.833, 2.219, -0.315], [-6.690, 3.103, 1.192], [-8.745, 1.750, 0.996], [-7.806, 1.225, 2.380], [-6.970, -0.354, 0.048], [-8.708, -0.404, 0.166], [-7.771, -0.928, 1.525], [-5.809, 1.453, 4.056], [-5.431, 2.897, 3.210], [-3.219, 0.551, 2.715], [-2.994, -1.114, 1.278], [-4.666, -0.964, 0.775], [-5.180, -2.115, 3.076], [-4.888, -4.359, 1.840], [-5.677, -3.083, 0.848], [-3.969, -3.466, 0.623], [-2.439, -2.416, 2.851], [5.355, 6.436, 0.551], [4.393, 6.116, 1.234], [6.162, 5.510, -0.043], [5.696, 7.740, 0.336], [6.960, 5.746, -0.602], [5.942, 4.542, 0.108], [5.124, 8.441, 0.768], [6.484, 8.023, -0.215], [0.958, -3.432, -5.603], [1.004, -3.690, -4.411], [2.052, -3.012, -6.303], [-0.195, -3.546, -6.329], [2.036, -2.799, -7.282], [2.913, -2.922, -5.798], [-1.013, -3.862, -5.844], [-0.255, -3.344, -7.309], [-10.417, -2.925, 0.094], [-9.655, -2.574, -0.792], [-9.972, -3.453, 1.276], [-11.773, -2.825, -0.026], [-10.581, -3.757, 2.012], [-8.982, -3.561, 1.386], [-12.130, -2.450, -0.886], [-12.417, -3.114, 0.685], [7.420, -0.653, 3.496], [7.195, 0.529, 3.310], [8.673, -1.190, 3.383], [6.433, -1.542, 3.832], [8.877, -2.159, 3.530], [9.417, -0.565, 3.139], [5.505, -1.176, 3.927], [6.595, -2.518, 3.990], [6.611, -5.653, -1.310], [7.749, -6.075, -1.230], [6.320, -4.418, -1.826], [5.527, -6.375, -0.888], [5.389, -4.053, -1.894], [7.090, -3.861, -2.145], [5.705, -7.285, -0.507], [4.583, -6.044, -0.948], [0.893, 4.512, -2.211], [1.572, 3.651, -2.739], [-0.398, 4.759, -2.611], [1.341, 5.301, -1.189], [-0.982, 5.461, -2.198], [-0.754, 4.204, -3.366], [2.279, 5.166, -0.861], [0.781, 6.015, -0.764]],
  "forces_ev_per_a": [[-0.4, -0.2, -0.3], [0.2, 0.1, -0.1], [-0.1, -0.4, -0.2], [0.1, 0.2, 0.3], [-0.5, -0.2, -0.2], [0.1, 0.3, -0.2], [-0.2, 0.0, 0.3], [0.3, -0.6, -0.5], [-0.1, 0.6, 0.1], [-0.2, -0.2, 0.5], [0.2, 0.2, -0.6], [0.2, -0.6, 0.4], [-0.5, -0.1, -0.3], [0.4, 0.2, 0.6], [-0.5, -0.7, -0.2], [0.4, 0.1, -0.6], [0.5, -0.3, 0.3], [-0.6, 0.4, -0.2], [0.2, 0.2, 0.2], [0.3, -0.7, -0.1], [0.3, 1.3, 0.6], [-0.6, -0.1, 0.0], [0.2, -0.3, -0.1], [-0.4, 0.0, 0.0], [-0.1, -0.3, 0.2], [0.0, 0.1, 0.1], [0.0, 0.3, -1.6], [0.1, -0.3, 0.4], [0.0, -0.1, -0.5], [0.2, 0.3, 0.0], [-0.1, 0.3, 0.3], [0.2, 0.0, 0.1], [0.1, 0.0, 0.3], [0.1, 0.0, -0.1], [0.1, 0.1, 0.0], [-0.1, 0.0, 0.1], [-0.1, 0.2, 0.2], [0.0, 0.1, 0.0], [0.0, -0.1, -0.2], [0.1, 0.0, 0.0], [0.1, -0.2, 0.1], [0.4, -0.4, 0.3], [0.0, 0.0, 0.0], [0.1, -0.1, 0.0], [-0.1, 0.1, -0.1], [0.2, 0.0, 0.0], [-0.1, 0.1, 0.4], [0.0, 0.3, -0.1], [0.0, -0.2, -0.1], [-0.1, -0.1, 0.0], [0.1, 0.0, 0.0], [0.0, 0.0, 0.0], [-0.1, -0.1, 0.0], [0.0, 0.2, 0.1], [-0.1, 0.0, -0.1], [-0.1, 0.4, -0.1], [0.2, 0.1, 0.1], [0.2, 0.0, 0.1], [-0.1, 0.0, -0.1], [-0.2, 0.0, -0.2], [0.2, 0.3, 0.1], [0.0, 0.0, 0.2], [-0.1, 0.1, 0.0], [-0.1, -0.1, 0.1], [-0.2, 0.1, 0.2], [-0.1, 0.0, -0.2], [0.1, -0.1, 0.0], [0.1, 0.0, -0.1], [-0.1, -0.3, -0.1], [0.0, 0.0, -0.2], [0.0, 0.1, -0.1], [-0.1, -0.1, 0.0], [0.3, 0.0, 0.0], [0.2, 0.0, 0.0], [0.0, 0.1, 0.1], [-0.1, 0.1, 0.0], [0.1, 0.0, 0.0], [0.0, 0.0, 0.0], [0.2, 0.0, 0.0], [0.7, -0.1, 0.2], [-0.7, 0.0, -0.4], [-0.1, -0.2, 1.0], [0.0, 0.0, -0.1], [-0.1, 0.2, 0.1], [0.0, -0.1, 0.1], [-0.1, 0.0, 0.0], [-0.1, -0.1, 0.0], [0.0, -0.1, 0.0], [0.0, -0.1, 0.0], [0.1, 0.0, 0.0], [-0.2, 0.1, -0.2], [-0.1, 0.0, 0.0], [-0.1, 0.0, 0.0], [0.0, 0.0, 0.0], [0.0, 0.0, 0.0], [0.0, 0.0, 0.0], [0.0, 0.0, 0.0], [0.0, 0.0, -0.1], [0.0, 0.1, 0.1], [0.0, 0.0, 0.0], [0.0, 0.1, 0.0], [0.0, 0.0, 0.0], [0.0, 0.0, 0.0], [0.0, 0.0, 0.0], [0.0, 0.0, 0.0], [-0.1, -0.1, -0.1], [0.1, 0.1, 0.1], [0.0, 0.1, 0.1], [0.0, 0.1, 0.0], [0.0, 0.0, 0.0], [0.0, -0.1, 0.0], [0.0, 0.0, 0.0], [0.0, 0.0, 0.0], [0.0, 0.0, 0.0], [0.0, 0.0, 0.0], [0.0, 0.0, 0.0], [0.0, 0.0, 0.0], [0.0, 0.0, 0.0], [0.0, 0.0, 0.0], [0.0, 0.0, 0.0], [0.0, 0.0, 0.0], [0.0, 0.0, 0.0], [0.0, 0.0, 0.0], [0.0, 0.1, 0.0], [0.0, 0.0, 0.0], [0.0, 0.0, 0.0], [0.0, 0.0, 0.0], [0.0, 0.0, 0.0], [0.0, 0.0, 0.0], [-0.1, 0.3, 0.1], [0.0, -0.1, 0.0], [-0.1, -0.1, 0.1], [-0.2, 0.1, -0.2], [0.0, 0.1, 0.0], [0.0, 0.0, 0.0], [0.1, 0.2, 0.0], [0.0, 0.0, 0.0]]
}